(one)
Computed, not measured: one molecule with the formula C5H4O2, with the ωB97M-V functional and the def2-TZVPD basis.

Calculated values
total charge = 0
SMILES = O=C1C=CCC1=O
gap between HOMO and LUMO = 8.6712 eV
HOMO level = -9.3502 eV

Atoms and positions in Å:
O (-0.57, 2.41, -0.30)
O (2.08, 1.46, 0.59)
C (-1.21, -0.11, -0.24)
C (-0.27, 1.25, -0.21)
C (1.06, -0.71, 0.30)
C (-0.14, -1.15, -0.12)
C (1.15, 0.75, 0.30)
H (-1.99, -0.48, -0.95)
H (1.93, -1.34, 0.44)
H (-1.77, 0.09, 0.68)
H (-0.26, -2.16, -0.51)

(two)
Computed, not measured: one molecule with the formula C5H4O2, with the ωB97M-V functional and the def2-TZVPD basis.

Calculated values
total charge = 0
gap between HOMO and LUMO (alpha / beta) = 5.9737 / 6.0799 eV
HOMO level (alpha / beta) = -8.3285 / -8.5088 eV

Atoms and positions in Å:
O (1.68, 1.41, 1.04)
O (-0.48, 2.28, -0.60)
C (-0.05, -1.26, -0.29)
C (1.16, -0.79, 0.14)
C (1.01, 0.61, 0.47)
C (-0.61, 1.13, -0.10)
C (-1.02, -0.27, -0.46)
H (-2.08, -0.50, -0.50)
H (-1.41, 1.08, 0.74)
H (2.11, -1.31, 0.06)
H (-0.28, -2.31, -0.48)

(three)
Computed, not measured: C5H4O2 as an isolated structure, with the ωB97M-V functional and the def2-TZVPD basis.

Calculated values
total charge = 0
gap between HOMO and LUMO = 7.6824 eV
HOMO level = -7.9268 eV

Atoms and positions in Å:
O (1.37, 2.28, 0.87)
O (1.46, -0.08, 0.39)
C (-0.77, 1.25, 0.21)
C (0.56, 1.50, 0.56)
C (-0.50, -1.04, -0.58)
C (-1.30, 0.22, -0.54)
C (0.89, -1.07, -0.08)
H (-1.38, 2.11, 0.47)
H (1.49, -1.99, -0.06)
H (-1.17, -1.46, 0.20)
H (-0.65, -1.72, -1.43)

Of them, (two) has the lowest stability.

(one)
Computed, not measured: C5H10IP as an isolated structure, with the ωB97M-V functional and the def2-TZVPD basis.

Calculated values
total charge = 0
gap between HOMO and LUMO = 7.9553 eV
HOMO level = -7.3678 eV

Atoms and positions in Å:
I (2.79, 2.29, 1.77)
P (0.68, 0.03, 1.61)
C (-0.42, -0.76, -0.77)
C (0.81, 1.84, 1.03)
C (-0.43, -1.14, 0.70)
C (-0.50, 0.77, -0.95)
C (0.72, 1.69, -0.51)
H (0.60, 2.70, -1.09)
H (1.61, 1.27, -0.80)
H (-1.50, -0.97, 1.10)
H (0.35, -1.31, -1.23)
H (-0.77, 0.85, -2.01)
H (1.61, -1.01, 1.69)
H (0.46, 0.12, 2.89)
H (-1.40, 0.95, -0.33)
H (-1.31, -1.03, -1.24)
H (0.00, -2.03, 0.98)

(two)
Computed, not measured: a 2-piece molecular cluster, C5H10IP overall, with the ωB97M-V functional and the def2-TZVPD basis.

Calculated values
total charge = 0
gap between HOMO and LUMO (alpha / beta) = 6.8390 / 8.8619 eV
HOMO level (alpha / beta) = -7.6231 / -8.4338 eV

Atoms and positions in Å:
I (2.11, 0.81, -1.26)
P (-2.53, 0.63, -0.74)
C (-1.03, 0.42, -1.80)
C (0.60, -0.52, 2.47)
C (0.19, 0.03, -1.08)
C (-0.46, -0.98, -1.93)
C (1.95, -0.04, 2.29)
H (-2.46, 2.02, -0.70)
H (-0.04, -1.28, -2.88)
H (-3.45, 0.67, -1.80)
H (2.69, -0.83, 2.44)
H (-0.98, -1.78, -1.43)
H (-0.19, 0.16, 2.73)
H (2.11, 0.31, 1.24)
H (2.17, 0.83, 2.91)
H (0.33, -1.53, 2.21)
H (-0.99, 1.08, -2.66)

Of them, (two) has the lowest stability.

(one)
Computed, not measured: a 2-piece molecular cluster, C2H8NO2 overall, with the ωB97M-V functional and the def2-TZVPD basis.

Calculated values
total charge = -1
gap between HOMO and LUMO = 8.2954 eV
HOMO level = -3.8821 eV

Atoms and positions in Å:
O (0.41, 1.45, 0.22)
O (-0.32, 0.39, -1.91)
N (-0.62, -1.43, -0.18)
C (-0.04, -0.93, -1.53)
C (0.40, 1.10, 1.53)
H (-0.39, -1.66, -2.23)
H (-0.57, 0.54, 1.84)
H (-1.48, -0.87, -0.06)
H (-0.03, -0.90, 0.49)
H (0.48, 2.06, 2.20)
H (-0.04, 1.07, -0.80)
H (1.10, -1.11, -1.51)
H (1.10, 0.29, 1.94)

(two)
Computed, not measured: a 2-piece molecular cluster, C2H8NO2 overall, with the ωB97M-V functional and the def2-TZVPD basis.

Calculated values
total charge = -1
gap between HOMO and LUMO = 7.2184 eV
HOMO level = -2.8899 eV

Atoms and positions in Å:
O (0.02, 2.94, -1.39)
O (0.05, -0.06, -1.20)
N (1.22, -1.49, 1.13)
C (-0.26, -1.39, 0.79)
C (-0.51, -0.09, -0.01)
H (-1.59, 0.16, 0.19)
H (-0.08, 0.66, 0.75)
H (-0.45, -2.29, 0.20)
H (1.50, -0.54, 1.16)
H (1.58, -1.80, 0.23)
H (0.10, 1.98, -1.57)
H (-0.70, 3.23, -1.96)
H (-0.87, -1.32, 1.70)

(three)
Computed, not measured: a 2-piece molecular cluster, C2H8NO2 overall, with the ωB97M-V functional and the def2-TZVPD basis.

Calculated values
total charge = -1
gap between HOMO and LUMO = 7.3080 eV
HOMO level = -2.9719 eV

Atoms and positions in Å:
O (0.89, 2.50, -0.58)
O (0.47, -2.05, 1.13)
N (-0.12, -0.48, -0.70)
C (0.85, -0.85, 0.60)
C (-1.45, -0.28, -0.25)
H (0.01, -1.44, -1.01)
H (-1.54, -1.18, 0.41)
H (0.54, 0.03, 1.39)
H (1.93, -0.68, 0.13)
H (0.62, 1.50, -0.52)
H (-2.09, -0.46, -1.10)
H (-1.55, 0.75, 0.27)
H (1.41, 2.65, 0.22)

Of them, (three) has the lowest stability.

(one)
Computed, not measured: a 2-piece molecular cluster, C2H8NO2 overall, with the ωB97M-V functional and the def2-TZVPD basis.

Calculated values
total charge = -1
gap between HOMO and LUMO = 7.5284 eV
HOMO level = -3.1702 eV

Atoms and positions in Å:
O (-0.51, -0.42, 0.51)
O (-0.05, 1.96, -0.62)
N (-0.35, -2.46, -0.82)
C (0.03, -1.64, 0.43)
C (0.78, 2.41, 0.47)
H (1.73, 1.86, 0.42)
H (1.14, -1.72, 0.43)
H (-0.28, 1.07, -0.19)
H (0.37, 2.21, 1.45)
H (-0.32, -2.08, -1.75)
H (-0.38, -2.29, 1.22)
H (-1.32, -2.70, -0.65)
H (1.07, 3.46, 0.28)

(two)
Computed, not measured: a 2-piece molecular cluster, C2H8NO2 overall, with the ωB97M-V functional and the def2-TZVPD basis.

Calculated values
total charge = -1
gap between HOMO and LUMO = 8.0050 eV
HOMO level = -3.3486 eV

Atoms and positions in Å:
O (-0.20, 0.65, 1.11)
O (2.19, 0.07, 0.76)
N (-0.43, -1.41, -0.93)
C (-0.75, 0.08, -1.19)
C (-1.16, 0.75, 0.12)
H (1.16, 0.24, 0.99)
H (0.04, 0.59, -1.76)
H (-2.05, 0.20, 0.48)
H (-1.43, 1.81, -0.09)
H (0.56, -1.35, -1.13)
H (-1.65, -0.05, -1.83)
H (2.36, -0.82, 1.06)
H (-0.52, -1.45, 0.09)

Of them, (one) has the lowest stability.